i:
Here is one molecule with the formula C3H3N3S from OMol25. Energies are from ωB97M-V with the def2-TZVPD basis set.

Geometry as XYZ:
```
10
Properties=species:S:1:pos:R:3:mulliken_charge:R:1
S 1.318 -1.715 2.392 -0.1033
N 0.224 -0.580 2.231 -0.2973
C 0.043 -0.046 0.962 0.3548
C 0.383 -0.597 -0.306 -0.2753
N 0.007 0.208 -1.327 -0.0205
C -0.703 1.186 -0.678 -0.1952
N -0.648 1.165 0.583 -0.4529
H 0.855 -1.439 -0.497 0.5232
H 0.023 -0.036 -2.231 0.1453
H -1.502 1.853 -1.128 0.3212
```

The value obtained for the HOMO energy is -8.3896 eV. Its SMILES is S=Nc1c[nH]cn1. The HOMO-LUMO gap is 6.98 eV.


ii:
Here is one molecule with the formula C3H3N3S from OMol25. Energies are from ωB97M-V with the def2-TZVPD basis set.

Geometry as XYZ:
```
10
Properties=species:S:1:pos:R:3:mulliken_charge:R:1
S 1.791 1.850 1.521 -0.2073
C 1.226 0.631 0.331 0.0015
N 0.177 -0.023 0.077 0.0608
C -1.152 0.139 0.677 -0.0754
N -2.031 -0.427 -0.051 -0.2641
N -1.455 -0.983 -1.153 -0.3691
C -0.048 -0.877 -1.013 -0.0468
H 2.063 0.480 -0.487 0.1689
H -1.305 0.401 1.731 0.3635
H 0.735 -1.191 -1.633 0.3680
```

The value obtained for the HOMO energy is -9.1498 eV. Its SMILES is S=Cn1cnnc1. The HOMO-LUMO gap is 7.69 eV.


iii:
Here is one molecule with the formula C3H3N3S from OMol25. Energies are from ωB97M-V with the def2-TZVPD basis set.

Geometry as XYZ:
```
10
Properties=species:S:1:pos:R:3:mulliken_charge:R:1
H 0.994 1.643 -0.186 0.2896
N 0.695 1.198 0.852 -0.5711
C -0.087 0.279 0.474 0.2321
N -1.014 -0.216 1.384 -0.4200
C -0.069 -0.474 -0.750 0.7625
S -0.824 -1.848 -0.839 -0.3072
C 0.782 0.083 -1.798 -0.0798
N 1.520 0.396 -2.680 -0.3493
H -0.976 0.169 2.324 0.2764
H -1.021 -1.230 1.219 0.1669
```

The value obtained for the HOMO energy is -10.0154 eV. Its SMILES is [H]/N=C(/N)C(=S)C#N. The HOMO-LUMO gap is 7.73 eV.


Stability check: which of them is least stable? ii.


i:
Here is C48H43Cl2F4N10O2RbS2 as an isolated structure from OMol25. Energies are from ωB97M-V with the def2-TZVPD basis set.

Geometry as XYZ:
```
112
Properties=species:S:1:pos:R:3:mulliken_charge:R:1
Rb 0.686 -0.179 0.288 0.8121
C 1.378 -3.107 -1.676 -1.3433
C 2.192 -1.844 -1.674 -0.0536
N 1.634 -0.793 -2.147 -0.9145
N 2.425 0.280 -2.365 0.4249
C 2.078 1.499 -2.291 0.0300
S 0.743 2.332 -1.673 -0.4420
S 3.327 2.607 -2.990 -0.1227
C 4.528 1.456 -3.767 -0.9032
C 4.057 1.035 -5.117 0.5215
C 3.459 -0.207 -5.309 0.2248
C 2.986 -0.569 -6.558 -0.8064
C 3.103 0.296 -7.632 -0.3506
C 3.703 1.531 -7.449 -0.5532
C 4.173 1.897 -6.202 -0.4679
C 3.569 -1.910 -1.129 0.3358
C 4.554 -2.595 -1.814 -0.1233
C 5.857 -2.671 -1.344 -0.9627
C 6.168 -2.057 -0.139 -0.3633
C 5.207 -1.381 0.569 -0.6305
C 3.861 -1.264 0.124 0.2524
O 2.982 -0.658 0.810 -0.3464
H 0.381 -2.905 -2.068 0.3351
H 1.317 -3.517 -0.666 0.3270
H 1.865 -3.852 -2.308 0.3318
H 4.618 0.611 -3.085 0.0885
H 5.456 2.027 -3.819 0.5476
H 3.361 -0.881 -4.472 0.2661
H 2.513 -1.532 -6.694 0.3868
H 2.731 0.014 -8.608 0.3607
H 3.798 2.215 -8.281 0.3495
H 4.632 2.866 -6.058 0.3553
H 4.308 -3.071 -2.759 0.2813
H 6.612 -3.210 -1.903 0.3590
H 7.180 -2.120 0.252 0.3594
H 5.443 -0.922 1.521 0.4008
Cl -1.770 0.662 1.864 0.1877
C -1.988 2.027 0.733 -0.5510
H -1.005 2.472 0.571 0.1681
H -2.669 2.735 1.214 0.3458
C -2.208 0.626 5.406 -1.5146
C -1.435 0.697 6.722 2.9689
C -0.247 1.660 6.563 -1.9753
C -2.389 1.315 7.762 -2.0871
C -0.906 -0.697 7.208 1.7541
O -0.227 -0.486 8.458 -0.6923
C -1.985 -1.770 7.524 -1.6764
C -2.614 -2.647 6.427 -1.2787
C -3.797 -2.071 5.701 -0.0347
C -4.932 -1.665 6.397 0.1211
C -6.040 -1.169 5.734 -0.9001
C -6.024 -1.083 4.351 0.4112
Cl -7.415 -0.481 3.517 -0.2052
C -4.909 -1.493 3.637 -1.1845
C -3.810 -1.993 4.314 0.2797
C 0.287 -1.282 6.391 -2.5681
N 0.149 -1.632 5.008 1.4456
C 0.394 -0.929 3.886 -0.2103
N 0.214 -1.686 2.831 0.2240
C -0.126 -2.878 3.349 -0.7420
N -0.168 -2.889 4.659 -1.1221
H -2.261 1.616 4.961 0.7627
H -3.223 0.283 5.571 0.0754
H -1.739 -0.031 4.687 -0.3844
H -0.615 2.681 6.491 0.5027
H 0.312 1.456 5.657 0.2466
H 0.421 1.597 7.420 0.3831
H -2.741 2.272 7.383 0.4991
H -1.901 1.502 8.717 0.5094
H -3.265 0.692 7.925 0.3952
H -0.881 -0.211 9.109 0.5298
H -2.784 -1.290 8.093 0.5429
H -1.473 -2.458 8.206 0.3455
H -2.965 -3.557 6.926 0.4613
H -1.857 -2.958 5.712 0.4088
H -4.962 -1.740 7.477 0.4470
H -6.917 -0.859 6.283 0.4245
H -4.899 -1.422 2.564 0.6851
H -2.948 -2.318 3.751 0.4266
H 0.576 -2.199 6.916 0.3914
H 1.113 -0.576 6.494 0.5261
H 0.704 0.094 3.863 0.2918
H -0.350 -3.741 2.756 0.4544
F -5.365 -1.590 -3.504 -0.3586
C -6.010 -0.872 -2.558 0.2250
C -7.383 -0.801 -2.607 -0.0014
F -8.002 -1.461 -3.617 -0.3465
C -8.162 -0.079 -1.667 0.5428
C -7.381 0.612 -0.703 -0.0015
C -6.009 0.539 -0.661 0.2289
F -5.349 1.202 0.323 -0.3133
C -5.262 -0.214 -1.576 0.6056
C -3.801 -0.254 -1.527 0.0194
C -3.119 0.682 -0.887 0.4306
N -2.518 1.644 -0.493 -0.1125
C -3.057 -1.315 -2.082 -0.0716
N -2.436 -2.197 -2.475 -0.5868
F -7.996 1.381 0.228 -0.3932
C -9.571 -0.068 -1.686 0.3424
C -10.378 0.587 -0.757 0.1415
N -11.132 1.080 -0.034 -0.7543
C -10.338 -0.764 -2.621 0.1453
N -11.055 -1.307 -3.346 -0.7590
C 4.259 2.903 0.862 -0.7333
C 2.932 3.598 0.559 0.4586
C 1.905 3.108 1.430 0.0701
N 1.103 2.713 2.147 -0.4322
H 4.985 3.165 0.095 0.3133
H 4.108 1.826 0.855 -0.0621
H 4.636 3.208 1.840 0.3657
H 2.614 3.371 -0.466 -0.3888
H 3.015 4.687 0.650 0.3705
```

The value obtained for the HOMO energy is -2.6812 eV. The HOMO-LUMO gap is 5.68 eV. The total charge is -2.


ii:
Here is C48H43Cl2F4N10O2RbS2 as an isolated structure from OMol25. Energies are from ωB97M-V with the def2-TZVPD basis set.

Geometry as XYZ:
```
112
Properties=species:S:1:pos:R:3:mulliken_charge:R:1
Rb -0.794 1.334 0.709 0.5170
C -0.466 3.536 -2.655 -1.7041
C -1.417 2.381 -2.741 0.0985
N -0.956 1.192 -2.635 -0.6979
N -1.908 0.208 -2.836 0.4813
C -1.537 -0.985 -2.488 -0.8407
S -0.162 -1.556 -1.683 0.4149
S -2.755 -2.251 -2.849 -0.1139
C -3.920 -1.440 -4.000 -0.6632
C -3.418 -1.358 -5.413 0.1476
C -2.901 -0.173 -5.927 0.3936
C -2.421 -0.118 -7.228 -0.7797
C -2.457 -1.244 -8.037 -0.3618
C -2.981 -2.428 -7.537 -0.5914
C -3.457 -2.480 -6.237 -0.4473
C -2.865 2.675 -2.950 0.6255
C -3.297 3.381 -4.062 -0.3174
C -4.647 3.616 -4.296 -0.8863
C -5.581 3.156 -3.387 -0.6536
C -5.175 2.474 -2.244 -0.6740
C -3.826 2.235 -2.031 0.3264
O -3.350 1.612 -0.913 0.2645
H 0.543 3.161 -2.494 0.3858
H -0.740 4.215 -1.843 0.3801
H -0.480 4.124 -3.576 0.3742
H -4.163 -0.454 -3.609 -0.1036
H -4.811 -2.070 -3.958 0.5464
H -2.862 0.699 -5.290 0.3914
H -2.009 0.808 -7.607 0.3843
H -2.074 -1.202 -9.050 0.3629
H -3.012 -3.314 -8.160 0.3538
H -3.850 -3.410 -5.843 0.3653
H -2.560 3.729 -4.776 0.3427
H -4.961 4.152 -5.181 0.3848
H -6.636 3.337 -3.548 0.4068
H -5.911 2.155 -1.520 0.4763
Cl -3.246 -0.485 0.593 -0.0392
C -4.216 0.760 -0.223 -0.7338
H -4.753 1.301 0.558 0.4094
H -4.894 0.242 -0.903 0.4563
C 1.584 -4.726 -0.636 -1.0075
C 1.551 -5.605 0.613 2.8782
C 0.123 -5.644 1.177 -2.0053
C 1.888 -7.036 0.166 -2.2176
C 2.563 -5.135 1.703 1.9860
O 2.601 -6.169 2.721 -0.7172
C 4.021 -4.993 1.196 -1.4314
C 4.567 -3.689 0.592 -1.2452
C 4.282 -3.470 -0.870 -0.0709
C 4.815 -4.329 -1.828 -0.0133
C 4.525 -4.174 -3.173 -0.8443
C 3.685 -3.143 -3.564 0.3920
Cl 3.301 -2.956 -5.254 -0.2653
C 3.145 -2.269 -2.639 -1.0775
C 3.460 -2.434 -1.297 0.1802
C 2.096 -3.968 2.618 -2.6820
N 1.907 -2.606 2.140 1.5316
C 0.851 -2.005 1.566 -0.5907
N 1.014 -0.700 1.538 0.7089
C 2.219 -0.530 2.143 -1.0845
N 2.787 -1.646 2.534 -1.1496
H 0.712 -4.927 -1.257 0.6409
H 2.474 -4.915 -1.237 0.1903
H 1.557 -3.666 -0.413 -0.5822
H -0.524 -6.168 0.472 0.5221
H -0.300 -4.651 1.306 0.2069
H 0.086 -6.168 2.134 0.3782
H 1.257 -7.288 -0.687 0.5021
H 1.684 -7.776 0.943 0.5837
H 2.923 -7.141 -0.165 0.3234
H 2.943 -6.967 2.307 0.5315
H 4.217 -5.808 0.491 0.1863
H 4.626 -5.208 2.081 0.4775
H 5.653 -3.724 0.725 0.4729
H 4.231 -2.832 1.163 0.4852
H 5.464 -5.141 -1.519 0.3679
H 4.937 -4.843 -3.915 0.4073
H 2.460 -1.492 -2.948 0.6168
H 3.015 -1.765 -0.571 0.5743
H 2.846 -3.880 3.404 0.3526
H 1.173 -4.292 3.098 0.5657
H 0.000 -2.529 1.169 0.3543
H 2.656 0.440 2.322 0.7464
F 1.862 4.701 5.361 -0.3619
C 1.155 5.740 4.856 0.2079
C 1.266 6.956 5.499 -0.1267
F 2.109 7.010 6.552 -0.3600
C 0.545 8.100 5.122 0.5989
C -0.281 7.872 4.009 -0.0196
C -0.364 6.660 3.354 0.3127
F -1.184 6.585 2.281 -0.3576
C 0.344 5.529 3.745 0.4730
C 0.226 4.227 3.082 0.3468
C -0.969 3.755 2.541 0.0566
N -1.931 3.264 2.109 -0.8251
C 1.301 3.343 2.927 0.0660
N 2.147 2.570 2.735 -0.6405
F -1.044 8.875 3.525 -0.3541
C 0.635 9.369 5.806 0.1425
C -0.017 10.536 5.357 0.2409
N -0.523 11.531 5.044 -0.7753
C 1.377 9.556 6.991 0.1873
N 1.951 9.773 7.974 -0.7713
C 1.047 1.103 5.881 -1.1750
C -0.338 1.570 5.434 0.5122
C -0.931 0.669 4.446 0.1496
N -1.394 -0.028 3.659 -0.3977
H 1.411 1.757 6.671 0.3274
H 1.747 1.153 5.049 0.2174
H 1.014 0.080 6.258 0.4097
H -0.283 2.558 4.974 -0.3097
H -1.027 1.640 6.278 0.3647
```

The value obtained for the HOMO energy is -1.9380 eV. The HOMO-LUMO gap is 5.08 eV. The total charge is -2.


Stability check: which of them is least stable? i.